# C4H11INO

An isolated ion of composition C4H11INO and charge +1 at a distorted geometry (ωB97M-V with the def2-TZVPD basis set, the Open Molecules 2025 dataset).

Each line ends with the natural charge from an NBO analysis.
CARTESIAN COORDINATES (ANGSTROEM)
1 C 1.248 -0.875 1.786  -0.69
2 C 2.151 -0.888 -1.792  -0.26
3 C 1.143 -0.570 0.336  0.25
4 C -1.889 0.877 -0.315  -0.54
5 N -3.015 1.143 0.801  -0.76
6 O 2.008 -1.218 -0.405  -0.48
7 I -1.135 -1.182 -0.260  0.39
8 H 0.296 -0.526 2.206  0.23
9 H 1.255 -2.034 1.703  0.25
10 H 2.168 -0.389 2.172  0.27
11 H 3.269 -0.829 -2.038  0.23
12 H 1.784 0.108 -1.956  0.19
13 H 1.596 -1.669 -2.251  0.21
14 H 0.953 0.530 0.000  0.22
15 H -2.494 1.110 -1.166  0.17
16 H -2.945 2.205 1.045  0.46
17 H -2.723 0.643 1.707  0.43
18 H -3.933 0.824 0.581  0.42

Calculated values
- Kohn-Sham gap: 0.3038 hartree
- E: -586.28497 Ha
- Relative energy (zero: lowest compared OMol25 entry of this formula, charge and spin): 4.377 eV
- Net charge: +1


# C21H22N2O3

One molecule with the formula C21H22N2O3 at a distorted geometry (ωB97M-V with the def2-TZVPD basis set, the Open Molecules 2025 dataset).

Each line ends with the natural charge from an NBO analysis.
CARTESIAN COORDINATES (ANGSTROEM)
1 C 3.268 4.357 3.863  -0.63
2 C 2.981 2.889 3.778  -0.02
3 C 3.028 2.234 2.551  -0.20
4 C 2.782 0.879 2.462  -0.23
5 C 2.479 0.140 3.600  0.03
6 C 2.425 0.789 4.824  -0.22
7 C 2.678 2.148 4.911  -0.22
8 H 2.637 2.637 5.874  0.21
9 H 2.190 0.230 5.719  0.20
10 C 2.166 -1.328 3.471  -0.27
11 N 0.889 -1.531 2.812  -0.60
12 C 0.801 -1.828 1.493  0.66
13 O 1.773 -2.062 0.800  -0.63
14 C -0.590 -1.848 0.950  -0.11
15 C -1.688 -2.254 1.696  -0.23
16 C -2.945 -2.253 1.112  -0.19
17 C -3.113 -1.841 -0.194  -0.27
18 C -2.012 -1.438 -0.953  0.39
19 C -0.750 -1.455 -0.375  -0.29
20 H 0.136 -1.173 -0.920  0.24
21 O -2.278 -1.051 -2.227  -0.51
22 C -1.198 -0.630 -3.044  -0.08
23 C -1.746 -0.219 -4.368  -0.21
24 C -2.578 -0.927 -5.197  0.37
25 O -2.840 -0.189 -6.285  -0.27
26 N -2.192 0.998 -6.193  -0.14
27 C -1.540 1.008 -5.062  0.17
28 C -0.720 2.168 -4.637  -0.65
29 H -1.071 2.546 -3.678  0.22
30 H -0.795 2.953 -5.383  0.24
31 H 0.323 1.873 -4.529  0.22
32 C -3.176 -2.279 -5.082  -0.67
33 H -3.427 -2.478 -4.044  0.24
34 H -4.067 -2.339 -5.702  0.24
35 H -2.465 -3.033 -5.420  0.23
36 H -0.680 0.220 -2.582  0.19
37 H -0.481 -1.455 -3.169  0.19
38 H -4.088 -1.827 -0.654  0.22
39 H -3.803 -2.577 1.682  0.22
40 H -1.567 -2.601 2.712  0.21
41 H 0.070 -1.194 3.291  0.40
42 H 2.913 -1.822 2.844  0.24
43 H 2.138 -1.808 4.454  0.20
44 H 2.824 0.379 1.505  0.23
45 H 3.264 2.797 1.659  0.21
46 H 2.977 4.757 4.831  0.21
47 H 4.334 4.538 3.723  0.22
48 H 2.734 4.899 3.084  0.22

Calculated values
- Kohn-Sham gap: 0.3507 hartree
- E: -1148.64913 Ha
- Relative energy (zero: lowest compared OMol25 entry of this formula, charge and spin): 2.727 eV
- Structure (SMILES): Cc1ccc(CNC(=O)c2cccc(OCc3c(C)noc3C)c2)cc1
- Net charge: 0


# C9H16N2O2Si

One molecule with the formula C9H16N2O2Si at a distorted geometry (ωB97M-V with the def2-TZVPD basis set, the Open Molecules 2025 dataset).

Each line ends with the natural charge from an NBO analysis.
CARTESIAN COORDINATES (ANGSTROEM)
1 C -3.092 -2.203 0.752  0.22
2 C -0.779 -1.301 0.135  0.35
3 C -3.499 1.464 -1.741  0.53
4 C -1.636 -2.552 0.503  -0.55
5 C 0.052 -0.703 0.926  -0.75
6 C -3.511 0.045 0.166  0.34
7 C 0.549 2.011 -0.098  -1.14
8 C 2.682 0.050 -0.775  -1.11
9 C 2.264 1.060 2.126  -1.13
10 N -3.746 -1.147 0.660  -0.40
11 N -3.228 0.333 -1.024  -0.57
12 O -0.872 -0.849 -1.131  -0.67
13 O -4.493 2.169 -1.714  -0.57
14 Si 1.432 0.534 0.558  1.62
15 H -3.609 -3.120 0.935  0.17
16 H -2.674 1.784 -2.334  0.12
17 H -1.210 -3.011 1.313  0.25
18 H -1.542 -3.376 -0.250  0.24
19 H 0.089 -0.949 1.970  0.22
20 H -3.611 0.814 0.985  0.17
21 H -0.572 1.667 -0.101  0.24
22 H 0.600 2.799 0.571  0.23
23 H 0.729 2.595 -1.058  0.25
24 H 3.510 -0.576 -0.360  0.23
25 H 2.289 -0.522 -1.621  0.25
26 H 3.271 0.963 -1.123  0.24
27 H 1.858 1.938 2.619  0.25
28 H 2.648 0.325 2.823  0.24
29 H 3.186 1.498 1.708  0.24
30 H -1.598 -1.343 -1.577  0.49

Calculated values
- Kohn-Sham gap: 0.3461 hartree
- E: -901.94004 Ha
- Relative energy (zero: lowest compared OMol25 entry of this formula, charge and spin): 2.263 eV
- Structure (SMILES): C[Si](C)(C)/C=C(\O)C/C=N\C=N\C=O
- Net charge: 0


# C28H50N6O12

A 10-piece molecular cluster, C28H50N6O12 overall at a distorted geometry (ωB97M-V with the def2-TZVPD basis set, the Open Molecules 2025 dataset).

Each line ends with the Mulliken charge.
CARTESIAN COORDINATES (ANGSTROEM)
1 C 4.043 -2.631 -0.594  -0.98
2 C 3.368 -3.075 -1.860  -0.17
3 O 2.629 -4.231 -1.519  -0.29
4 C 1.726 -4.620 -2.446  0.87
5 O 1.346 -3.952 -3.410  -0.60
6 O 1.297 -5.861 -2.190  -0.40
7 C 0.101 -6.248 -2.834  -0.55
8 H 4.760 -3.363 -0.223  0.41
9 H 3.291 -2.481 0.198  0.14
10 H 4.530 -1.646 -0.752  0.25
11 H 4.137 -3.331 -2.580  0.33
12 H 2.675 -2.402 -2.370  0.26
13 H -0.773 -5.676 -2.508  0.13
14 H -0.049 -7.256 -2.547  0.29
15 H 0.224 -6.161 -3.902  0.33
16 C -1.336 -0.917 -4.179  -0.89
17 C -1.407 -2.443 -4.155  0.21
18 O -2.815 -2.961 -4.262  -0.43
19 C -3.345 -3.312 -3.074  0.70
20 O -2.814 -3.088 -2.044  -0.35
21 O -4.482 -3.920 -3.314  -0.40
22 C -5.268 -4.288 -2.225  -0.52
23 H -1.472 -0.631 -5.196  0.41
24 H -0.383 -0.547 -3.815  0.12
25 H -2.199 -0.551 -3.607  0.21
26 H -1.028 -2.898 -3.228  0.00
27 H -0.933 -2.882 -5.042  0.28
28 H -5.327 -3.430 -1.516  0.19
29 H -4.754 -5.124 -1.752  0.27
30 H -6.274 -4.564 -2.536  0.20
31 C -0.001 -4.490 1.351  -0.92
32 C -0.182 -3.552 2.542  -0.15
33 O -1.417 -2.866 2.321  -0.25
34 C -1.695 -1.788 3.032  0.45
35 O -2.535 -1.001 2.752  -0.45
36 O -0.925 -1.772 4.128  -0.28
37 C -1.247 -0.709 5.062  -0.58
38 H 0.858 -5.143 1.538  0.42
39 H 0.260 -3.867 0.478  -0.01
40 H -0.917 -5.012 1.147  0.34
41 H 0.584 -2.788 2.537  0.27
42 H -0.275 -4.110 3.482  0.37
43 H -0.298 -0.417 5.529  0.27
44 H -1.954 -1.122 5.788  0.30
45 H -1.612 0.242 4.621  0.10
46 C -0.476 -0.864 -0.377  -0.30
47 C -0.226 -0.088 0.922  0.85
48 O 0.503 1.114 0.661  -0.15
49 C -0.216 2.216 0.359  0.23
50 O -1.392 2.264 0.292  -0.55
51 O 0.639 3.198 0.030  -0.13
52 C 0.127 4.485 -0.263  -0.85
53 H -1.150 -0.278 -1.026  0.07
54 H -0.922 -1.828 -0.164  0.26
55 H 0.455 -1.039 -0.947  0.09
56 H 0.347 -0.567 1.702  0.05
57 H -1.171 0.230 1.356  -0.45
58 H 0.984 5.109 -0.476  0.16
59 H -0.462 4.913 0.550  0.36
60 H -0.513 4.387 -1.125  0.36
61 C 1.046 8.820 4.133  -0.81
62 C 0.662 8.160 2.934  0.32
63 N 0.355 7.567 2.025  -0.30
64 H 1.972 9.375 3.985  0.26
65 H 1.188 8.055 4.927  0.25
66 H 0.265 9.501 4.443  0.28
67 C -3.787 -0.252 -0.527  0.27
68 C -5.163 -0.054 -0.071  0.00
69 N -6.228 0.116 0.275  -0.51
70 H -3.728 -0.706 -1.505  0.22
71 H -3.299 -1.001 0.134  -0.09
72 H -3.181 0.632 -0.452  0.11
73 C 3.510 0.817 0.939  -0.03
74 C 3.915 2.040 1.659  0.28
75 N 4.302 2.924 2.238  -0.50
76 H 2.782 1.017 0.144  -0.10
77 H 2.860 0.176 1.508  0.11
78 H 4.377 0.417 0.417  0.25
79 C 4.954 5.938 0.758  -0.89
80 C 4.200 5.735 -0.467  0.49
81 N 3.618 5.557 -1.431  -0.48
82 H 5.692 5.145 0.976  0.28
83 H 4.249 5.913 1.594  0.27
84 H 5.436 6.921 0.658  0.33
85 C 2.581 3.018 -2.766  -0.67
86 C 2.343 1.616 -2.616  0.50
87 N 2.259 0.488 -2.474  -0.39
88 H 1.704 3.534 -3.137  0.28
89 H 3.465 3.195 -3.375  0.39
90 H 2.816 3.493 -1.796  -0.05
91 C -3.782 1.826 3.005  -0.44
92 C -2.385 2.112 3.299  0.48
93 N -1.312 2.449 3.551  -0.59
94 H -4.378 1.634 3.892  0.34
95 H -3.828 0.876 2.490  -0.09
96 H -4.119 2.583 2.314  0.35

Calculated values
- Kohn-Sham gap: 0.4161 hartree
- E: -2328.28903 Ha
- Structure (SMILES): CCOC(=O)OC.CCOC(=O)OC.CCOC(=O)OC.CCOC(=O)OC.CC#N.CC#N.CC#N.CC#N.CC#N.CC#N
- Net charge: 0


no.,HOMO energy (Eh)
1,-0.438
2,-0.328
3,-0.335
4,-0.395